[1]
{
  "formula": "C13H13Cl3N4OPtSi",
  "method": "ωB97M-V/def2-TZVPD",
  "symbols": ["Pt", "Cl", "Cl", "Cl", "Si", "O", "N", "N", "N", "N", "C", "C", "C", "C", "C", "C", "C", "C", "C", "C", "C", "C", "C", "H", "H", "H", "H", "H", "H", "H", "H", "H", "H", "H", "H", "H"],
  "positions_angstrom": [[-0.10099, 0.08222, -0.13323], [-1.03834, 0.73706, -3.61786], [-1.60004, 3.15689, -1.48218], [-3.58208, 0.57394, -1.59497], [-1.56199, 1.08433, -1.62120], [0.63284, 0.69434, 1.78503], [-1.07047, -2.02468, 0.16554], [4.19670, 0.26834, -0.50852], [2.04270, -0.00037, -0.53003], [-1.29727, -4.00338, 1.04533], [3.89941, -0.38183, -1.68426], [-0.47161, -2.94205, 0.90244], [2.85491, 2.63214, 3.84133], [4.11407, 1.79682, 1.99053], [3.04785, 0.50076, 0.17793], [2.97046, 1.19144, 1.44697], [-2.31533, -2.50670, -0.16491], [2.55378, -0.54128, -1.68540], [-2.47121, -3.74173, 0.37455], [4.07410, 2.49948, 3.17012], [1.71910, 2.05188, 3.33873], [1.73020, 1.28655, 2.14328], [0.88929, -2.85648, 1.49856], [1.25464, -1.83950, 1.38871], [2.80945, 3.20080, 4.76182], [0.86773, -3.10217, 2.56058], [1.58140, -3.53724, 0.99981], [4.64998, -0.66385, -2.40039], [5.11288, 0.54810, -0.21234], [5.06316, 1.72331, 1.47105], [-3.28921, -4.43919, 0.34725], [-1.09135, -4.83869, 1.56247], [1.91426, -0.98855, -2.42678], [0.76472, 2.14391, 3.84067], [-3.00271, -1.93114, -0.76116], [4.97303, 2.95486, 3.56302]],
  "homo_lumo_gap_ev": [7.632, 6.757],
  "lumo_ha": [0.0109, -0.0360],
  "de_lowest_kcal_mol": 7.1,
  "total_charge": 0,
  "s2": 2.01,
  "multiplicity": 3
}


[2]
{
  "formula": "C13H13Cl4NO2",
  "method": "ωB97M-V/def2-TZVPD",
  "symbols": ["Cl", "Cl", "Cl", "Cl", "O", "O", "N", "C", "C", "C", "C", "C", "C", "C", "C", "C", "C", "C", "C", "C", "H", "H", "H", "H", "H", "H", "H", "H", "H", "H", "H", "H", "H"],
  "positions_angstrom": [[1.78976, 2.50116, -1.51394], [-3.11959, 3.00464, -3.44097], [1.47645, -0.51241, -2.48629], [-3.61555, -0.11903, -3.17310], [-1.47585, -1.47197, -1.88034], [-0.77268, 3.85361, -1.91854], [0.40923, -0.22659, -0.04710], [-1.98028, 1.97048, -2.71267], [0.17987, 0.26962, -1.46530], [-0.80176, 2.62392, -2.07294], [-0.56166, -0.12759, 2.27629], [0.63485, -1.07203, 2.41174], [-1.19729, -0.27637, -1.98921], [1.77029, 0.18070, 0.55325], [1.88591, -0.29561, 1.99541], [-0.68996, 0.37480, 0.84402], [0.42497, -2.24619, 1.45492], [0.38021, -1.75611, 0.02458], [0.26788, 1.75361, -1.63406], [-2.16697, 0.62209, -2.63654], [2.78652, -0.91298, 2.09203], [1.22613, -2.98947, 1.53212], [-0.52915, -2.08973, -0.46059], [-0.45968, 0.73800, 2.94176], [1.23213, -2.10311, -0.57111], [0.72521, -1.43272, 3.44131], [-1.64615, 0.09031, 0.38865], [1.83862, 1.26591, 0.49098], [-0.56547, 1.46236, 0.76096], [2.54165, -0.24860, -0.09848], [2.02154, 0.56827, 2.66092], [-0.51319, -2.76744, 1.68516], [-1.49601, -0.63154, 2.54708]],
  "homo_lumo_gap_ev": 6.171,
  "lumo_ha": -0.0381,
  "smiles": "O=C1C(Cl)=C(Cl)C([O-])=C(Cl)[C@@]1(Cl)[N+]12CCC(CC1)CC2",
  "de_lowest_kcal_mol": 8.7,
  "total_charge": 0,
  "multiplicity": 1
}


[3]
{
  "formula": "C13H13N",
  "method": "ωB97M-V/def2-TZVPD",
  "symbols": ["N", "C", "C", "C", "C", "C", "C", "C", "C", "C", "C", "C", "C", "C", "H", "H", "H", "H", "H", "H", "H", "H", "H", "H", "H", "H", "H"],
  "positions_angstrom": [[3.51986, 0.52206, 0.73102], [-1.66604, 2.25527, 0.02938], [-3.46661, -0.95439, 0.19267], [-1.12425, -1.47746, -0.28296], [-0.76726, -0.08959, -0.25632], [-0.41742, 2.77958, -0.20733], [-3.10128, 0.28673, 0.25340], [2.05650, -1.54137, 0.16932], [1.62402, -0.49127, -0.75462], [3.10415, -0.48386, -0.22151], [-1.82970, 0.85396, -0.01195], [0.71008, 1.83486, -0.38259], [0.55611, 0.43732, -0.43470], [-2.44542, -1.88138, -0.12985], [2.56734, 0.73162, 1.08970], [1.54509, -0.96894, -1.74343], [3.95241, -0.18590, 1.53537], [-3.90462, 0.85067, 0.53651], [1.67883, 2.13239, -0.66945], [-0.23800, 3.85256, -0.15639], [-2.50356, 2.92533, 0.19880], [1.96131, -2.71318, -0.05694], [-2.64278, -2.97966, 0.11055], [-4.42253, -1.37164, 0.44732], [-0.35070, -2.27371, -0.25737], [1.68152, -1.17038, 1.19701], [3.92296, -0.87961, -0.92565]],
  "homo_lumo_gap_ev": 8.794,
  "lumo_ha": 0.0181,
  "smiles": "N[C@H]1C[C@H]1c1cccc2ccccc12",
  "de_lowest_kcal_mol": 41.1,
  "total_charge": 0,
  "multiplicity": 1
}


[4]
{
  "formula": "C13H13N3O4S",
  "method": "ωB97M-V/def2-TZVPD",
  "symbols": ["S", "O", "O", "O", "O", "N", "N", "N", "C", "C", "C", "C", "C", "C", "C", "C", "C", "C", "C", "C", "C", "H", "H", "H", "H", "H", "H", "H", "H", "H", "H", "H", "H", "H"],
  "positions_angstrom": [[-3.04833, 0.14715, -1.73554], [5.13274, -0.88615, -1.24214], [-6.28213, -0.41783, -0.43194], [-0.85956, 1.48631, -0.67781], [4.11542, -1.33645, 1.08727], [-4.74637, -0.05852, 1.32001], [-0.98659, 1.07479, 1.33271], [-2.00338, 0.54539, 0.90814], [4.26295, -0.01447, -0.85559], [-3.33844, -2.21195, -0.06633], [-3.98132, -1.08444, -0.82967], [0.97629, 2.35888, 0.44017], [3.72923, 0.86454, -1.51568], [2.05607, 1.46961, 0.22017], [2.76696, 1.56483, -1.07766], [2.48044, 0.42927, 0.81452], [-5.10185, -0.40097, 0.04918], [3.51490, -0.31306, 0.55872], [-0.24557, 1.41037, 0.37047], [5.05879, -1.84160, 0.31192], [-1.88494, 0.56338, -0.39459], [-5.41583, 0.39085, 2.04492], [0.91213, 3.37259, -0.11047], [2.32039, 2.51421, -1.63255], [-4.53582, -1.35754, -1.71612], [1.93148, 0.33904, 2.00774], [-2.78295, -1.97662, 0.63527], [1.16637, 2.62699, 1.67955], [4.99589, -2.90639, -0.17768], [6.11464, -2.03671, 0.63387], [-2.73500, -2.69267, -0.85447], [-4.14364, -2.94139, 0.12950], [-3.71879, 0.05876, 1.35339], [4.27580, 1.25982, -2.57926]],
  "homo_lumo_gap_ev": 7.777,
  "lumo_ha": 0.0062,
  "de_lowest_kcal_mol": 239.7,
  "total_charge": 0,
  "multiplicity": 1
}


[5]
{
  "formula": "C13H13N5S2Ti",
  "method": "ωB97M-V/def2-TZVPD",
  "symbols": ["Ti", "S", "S", "N", "N", "N", "N", "N", "C", "C", "C", "C", "C", "C", "C", "C", "C", "C", "C", "C", "C", "H", "H", "H", "H", "H", "H", "H", "H", "H", "H", "H", "H", "H"],
  "positions_angstrom": [[7.05034, 6.65674, 9.13652], [5.51111, 5.14528, 10.41634], [6.15199, 7.38864, 6.92909], [5.97574, 7.69362, 10.67441], [7.65379, 9.38307, 8.24835], [8.24652, 8.37928, 8.92244], [6.37915, 10.01802, 6.55373], [9.08386, 6.32597, 9.78300], [9.42897, 5.11082, 10.27614], [11.61907, 5.83711, 10.85693], [9.45176, 8.59240, 9.39307], [10.61946, 4.76278, 10.85177], [10.21009, 9.84292, 9.19184], [4.74757, 9.31846, 11.83531], [5.73180, 8.95990, 10.97176], [11.21213, 7.12329, 10.48156], [3.87558, 8.33005, 12.42704], [6.82320, 9.03082, 7.32100], [4.07519, 7.01506, 11.97741], [5.14515, 6.68590, 11.17210], [9.96280, 7.38216, 9.93653], [6.71853, 10.92711, 6.83071], [5.54004, 9.93891, 6.05417], [10.93536, 3.87365, 11.32080], [12.62144, 5.74194, 11.32686], [11.26058, 9.62794, 9.31053], [9.99482, 10.67039, 9.97621], [11.84751, 7.98992, 10.56356], [3.12199, 8.69663, 13.05318], [4.66316, 10.36280, 12.08824], [10.05803, 10.15159, 8.14751], [6.36694, 9.71969, 10.57778], [3.51298, 6.21517, 12.39713], [8.56052, 4.40952, 10.18425]],
  "homo_lumo_gap_ev": [6.011, 7.493],
  "lumo_ha": [-0.0012, -0.0169],
  "total_charge": 0,
  "s2": 2.02,
  "multiplicity": 3
}


[6]
{
  "formula": "C13H13NO5",
  "method": "ωB97M-V/def2-TZVPD",
  "symbols": ["O", "O", "O", "O", "O", "N", "C", "C", "C", "C", "C", "C", "C", "C", "C", "C", "C", "C", "C", "H", "H", "H", "H", "H", "H", "H", "H", "H", "H", "H", "H", "H"],
  "positions_angstrom": [[-0.21455, -0.24839, 1.27785], [-0.03295, 2.79256, 2.86030], [0.41276, -3.04476, -3.94019], [-0.30412, 2.86138, -1.38021], [-0.95282, 4.09357, 1.17259], [-0.59390, 1.91816, 0.69986], [-1.44358, -0.39974, -1.76608], [0.00099, -4.27476, -3.40584], [-0.58846, 1.84947, -0.74403], [0.31989, 1.45345, 2.93556], [0.96796, -0.98005, -2.91515], [-0.07070, 0.92971, 1.52873], [-0.00074, -1.92228, -3.19394], [0.80048, 0.28023, -2.22832], [-0.39531, 0.59106, -1.59770], [-0.61696, 0.86252, 3.91583], [1.80361, 1.57536, 3.38952], [-1.19555, -1.57508, -2.53616], [-0.66763, 3.01253, 1.61478], [-0.91868, -4.21490, -2.82343], [-0.09514, -5.05202, -4.07436], [-0.22330, -0.14041, 4.36485], [2.25328, 2.27748, 2.68576], [-0.56380, 1.50240, 4.80604], [-2.35549, -0.36729, -1.17393], [1.75096, 0.82146, -2.20869], [2.26520, 0.57308, 3.40680], [1.74649, 2.01993, 4.37942], [-1.61703, 0.77747, 3.47866], [0.71626, -4.80644, -2.72774], [-2.10996, -2.03390, -2.44652], [1.92280, -1.13179, -3.35427]],
  "homo_lumo_gap_ev": 9.313,
  "lumo_ha": 0.0027,
  "smiles": "COc1ccc(C(=O)N2C(=O)OC(C)(C)C2=O)cc1",
  "de_lowest_kcal_mol": 79.1,
  "total_charge": 0,
  "multiplicity": 1
}


[7]
{
  "formula": "C13H13NS",
  "method": "ωB97M-V/def2-TZVPD",
  "symbols": ["S", "N", "C", "C", "C", "C", "C", "C", "C", "C", "C", "C", "C", "C", "C", "H", "H", "H", "H", "H", "H", "H", "H", "H", "H", "H", "H", "H"],
  "positions_angstrom": [[-0.72460, -1.57073, 1.21838], [1.92975, -4.05610, 0.08222], [1.00122, -3.37648, 0.17531], [-0.10232, -2.62227, 0.16294], [0.76089, 0.59475, -0.74094], [-4.07158, -1.66899, -1.16865], [2.04325, 0.30433, -0.71465], [-4.60284, -0.43506, -0.86906], [-2.25084, -1.24316, 0.30964], [4.36613, -0.23170, 0.20732], [2.57951, 0.85553, 1.50373], [-2.84250, -0.01688, 0.66449], [3.00343, 0.22798, 0.40922], [-2.85558, -2.09903, -0.57667], [-3.95201, 0.35017, 0.08821], [1.61825, 1.28292, 1.58582], [3.22871, 1.03095, 2.30791], [-2.32378, 0.68124, 1.31647], [5.06828, 0.61470, -0.12134], [-4.59116, 1.07144, 0.53254], [0.21061, 0.82772, 0.18379], [-4.39906, -2.40564, -1.88500], [-5.56894, -0.26518, -1.45135], [4.33830, -0.91663, -0.66553], [2.34093, -0.14208, -1.65161], [0.11003, 0.59785, -1.61700], [-2.45723, -3.08382, -0.80067], [4.81448, -0.64542, 1.00750]],
  "homo_lumo_gap_ev": 7.305,
  "lumo_ha": -0.0494,
  "de_lowest_kcal_mol": 131.1,
  "total_charge": 0,
  "multiplicity": 1
}


| no. | energy (eV) | maximum force (eV Å⁻¹) |
| --- | --- | --- |
| 1 | -70395.9252 | 0.61 |
| 2 | -69364.4287 | 2.66 |
| 3 | -15179.2241 | 4.71 |
| 4 | -37175.7698 | 12.95 |
| 5 | -65929.3027 | 4.34 |
| 6 | -25416.6364 | 4.76 |
| 7 | -26011.5460 | 5.12 |